# 1
{
  "formula": "C6H13N4O2",
  "method": "wB97M-V/def2-TZVPD",
  "charge": 1,
  "homo_lumo_gap_ev": 9.1,
  "homo_ev": -11.78,
  "e_lumo_ev": -2.638,
  "symbols": ["N", "N", "H", "H", "C", "C", "O", "C", "H", "N", "H", "H", "N", "H", "C", "H", "H", "C", "H", "O", "C", "H", "H", "H", "H"],
  "xyz": [[0.6220, -2.2330, 0.3602], [-0.3864, 2.5100, -0.9697], [0.4108, -3.1974, 0.1755], [2.4132, 1.2218, -1.6547], [1.6070, 0.5757, 0.2666], [2.7000, 0.6049, -0.8062], [-1.4708, -1.8594, 3.6340], [-0.1419, -1.2423, -0.1778], [0.6083, 2.6002, -1.1028], [-2.1559, 1.1218, -0.4063], [1.4637, 1.5812, 0.6676], [-1.5536, -2.6235, -0.5923], [-1.4034, -1.6243, -0.6146], [1.9537, -0.0305, 1.1082], [0.3047, 0.0322, -0.2273], [-2.8562, 1.8445, -0.5175], [3.6220, 1.0025, -0.3890], [-0.8880, 1.3751, -0.5640], [1.5382, -2.0275, 0.7151], [-2.3039, -0.4232, 2.0589], [-1.8944, -1.1398, 2.8582], [-1.6846, -1.2272, -1.4987], [2.8995, -0.3980, -1.1750], [-0.9687, 3.3145, -1.1575], [-2.4352, 0.2416, 0.0090]]
}



# 2
{
  "formula": "C6H13N5O2",
  "method": "wB97M-V/def2-TZVPD",
  "charge": 0,
  "homo_lumo_gap_ev": 9.3,
  "smiles": "O=C(O)C1(N2NCCN2)NCCN1",
  "homo_ev": -8.42,
  "e_lumo_ev": 0.882,
  "symbols": ["H", "N", "O", "O", "H", "C", "H", "C", "H", "C", "N", "H", "C", "H", "H", "N", "H", "H", "C", "H", "H", "C", "H", "H", "N", "N"],
  "xyz": [[3.1984, -0.0907, 1.1930], [0.0732, 1.2120, 0.9937], [3.3867, 0.5505, 0.4824], [2.2757, 2.1235, -0.7531], [0.8663, -0.5264, 2.1541], [1.0320, 0.3953, 0.3365], [-3.1293, 0.9012, 0.7059], [2.3236, 1.1525, -0.0311], [0.7846, -2.1806, -1.7452], [0.8754, -1.9730, 0.5133], [0.6004, -0.2881, -1.0826], [-2.0761, 2.7851, -0.6677], [1.2315, -1.6338, -0.8906], [0.9754, 0.3795, -1.7369], [2.2897, -1.6723, -1.0604], [-1.1502, 0.5477, 1.2907], [1.3085, -2.7612, 0.9800], [-0.2830, -2.1600, 0.7260], [-1.4461, 2.0061, -0.5334], [-2.0449, -0.0130, -0.4024], [-1.2266, 1.8578, -1.6175], [-2.1055, 0.8312, 0.1589], [0.4503, 2.8902, -0.2443], [-1.5749, 1.0069, 2.1265], [1.3168, -0.7505, 1.2890], [-0.2906, 2.4506, 0.2631]]
}



# 3
{
  "formula": "C6H13N5O2",
  "method": "wB97M-V/def2-TZVPD",
  "charge": 0,
  "homo_lumo_gap_ev": 7.8,
  "smiles": "OC(O)=C1NCCN1.C1CNN=N1",
  "homo_ev": -7.04,
  "e_lumo_ev": 0.769,
  "symbols": ["C", "N", "H", "H", "H", "H", "O", "N", "O", "C", "C", "C", "H", "C", "H", "N", "H", "N", "C", "H", "N", "H", "H", "H", "H", "H"],
  "xyz": [[-1.5388, 0.3854, -0.0852], [2.4026, -0.7635, -0.8852], [0.0847, -0.0990, -1.0285], [3.8772, 0.6842, -1.0481], [-1.2629, -2.4432, -1.5320], [-3.3342, -1.8705, -0.8023], [-0.5062, 2.5257, -0.0631], [2.3254, -0.6022, 1.2535], [-2.3054, 2.1887, 1.3601], [-1.1080, -1.7853, -0.6553], [-2.5167, -1.7963, 0.0021], [-1.3208, 1.5796, 0.4568], [-0.4201, -2.0695, 0.2132], [2.6836, 0.7662, 0.8153], [2.2120, 1.3261, -1.1781], [-0.9100, -0.4247, -1.0149], [3.6027, 0.9191, 1.2945], [2.1028, -1.2989, 0.2993], [2.8634, 0.6294, -0.7292], [-0.9755, 3.3493, -0.1204], [-2.5329, -0.3657, 0.5418], [1.9394, 1.4564, 1.0898], [2.8230, -1.4336, -1.6441], [-3.2020, 1.9996, 1.0151], [-2.5022, -0.3722, 1.6055], [-2.4809, -2.4851, 0.8393]]
}



# 4
{
  "formula": "C6H13N6S2",
  "method": "wB97M-V/def2-TZVPD",
  "charge": 1,
  "homo_lumo_gap_ev": [6.7, 6.7],
  "homo_ev": [-12.39, -12.24],
  "e_lumo_ev": [-5.652, -5.516],
  "symbols": ["N", "N", "S", "C", "H", "H", "H", "N", "H", "N", "S", "H", "H", "H", "N", "C", "H", "C", "H", "H", "N", "H", "C", "H", "H", "C", "C"],
  "xyz": [[1.5297, -0.9565, -1.0045], [3.2117, -0.0012, 0.2071], [0.1920, -1.6338, -1.3674], [-2.0947, -0.6143, -0.0574], [-3.7634, 2.0058, -0.8557], [5.0983, 0.3061, 1.1311], [-4.8163, 0.2191, 1.1413], [-1.2857, -0.5026, -1.1753], [4.4271, -0.6267, -1.4373], [1.5453, -1.0075, 1.3555], [-0.4327, -2.2746, 0.8651], [4.5615, 1.0291, -1.0552], [3.1027, 0.5145, -1.7948], [3.9794, -0.3916, 2.3085], [-3.1804, 0.1795, -0.0174], [-3.7412, 0.9281, -1.1100], [3.6858, 1.2089, 1.8668], [4.0045, 0.2640, 1.4810], [-4.8652, 0.7387, -1.2660], [-3.1826, 0.7957, -1.9203], [-1.7730, -1.4310, 0.9011], [-3.0305, -0.1690, 1.8525], [-3.7640, 0.4270, 1.2374], [-3.7545, 1.4472, 1.5160], [-1.5769, -0.0331, -2.0594], [2.0276, -0.6189, 0.2465], [3.8956, 0.1972, -0.9891]]
}



# 5
{
  "formula": "C6H13N9",
  "method": "wB97M-V/def2-TZVPD",
  "charge": 2,
  "homo_lumo_gap_ev": 6.7,
  "homo_ev": -16.25,
  "e_lumo_ev": -9.524,
  "symbols": ["C", "H", "N", "C", "C", "N", "H", "H", "C", "H", "N", "H", "H", "N", "H", "H", "C", "N", "H", "H", "N", "C", "N", "H", "H", "N", "N", "H"],
  "xyz": [[0.0428, 0.5236, -2.6979], [1.1453, -0.2575, -4.2384], [-0.0970, -1.0784, 2.2500], [1.3371, 0.3740, -3.4673], [-0.8895, -1.8003, -3.2651], [-0.3941, 1.0756, 2.0125], [0.5033, 0.9309, 4.7764], [1.8668, 1.3831, 3.4874], [-2.2717, 1.6033, -0.4142], [1.7240, 1.2853, -3.7682], [-1.6102, 0.9753, -1.4289], [1.9579, 0.0607, -2.6484], [-0.5222, -1.7458, -4.3342], [-1.0138, 0.4133, 1.1521], [-1.8778, -2.1050, -3.1688], [2.8316, -0.6519, 3.6936], [0.1568, 0.1795, 2.7928], [-0.4236, 1.4693, -1.9272], [2.1078, -0.6699, 5.2760], [-3.1754, 1.1568, -0.0573], [-1.8868, -0.1297, -1.9509], [1.1602, 0.5550, 3.8577], [-0.8936, -0.5065, -2.6303], [-0.3533, -2.5917, -2.6118], [1.3651, -1.4716, 3.9813], [-0.7770, -0.8844, 1.2373], [1.9164, -0.6558, 4.2635], [-1.9291, 2.5626, -0.1720]]
}



Maximum force, respectively: 5.60; 4.69; 3.63; 4.98; 5.14 eV/Å.
ΔE to the lowest compared entry with this formula, charge and spin, respectively: 0.0; 0.0; 72.3; 444.8; 263.8 kJ/mol.